(1)
{"formula": "C17H29ClF4NO5", "method": "ωB97M-V/def2-TZVPD", "elements": ["C", "C", "C", "F", "C", "C", "C", "O", "C", "C", "O", "C", "C", "N", "Cl", "C", "C", "O", "C", "H", "H", "H", "H", "H", "H", "H", "H", "H", "H", "H", "H", "H", "H", "H", "H", "H", "H", "H", "H", "H", "H", "H", "H", "C", "C", "O", "C", "O", "C", "F", "F", "F", "H", "H", "H", "H", "H"], "coordinates": [[-1.362, -3.869, -1.438], [-0.982, -2.353, -0.966], [-1.752, -1.322, -1.865], [-0.834, -0.834, -2.896], [-2.438, -0.048, -1.229], [-3.657, -0.285, -0.219], [-3.447, -1.251, 1.011], [-2.660, -0.677, 2.114], [-3.392, -0.818, 3.346], [-2.994, -1.916, 4.459], [-4.378, -0.101, 3.630], [-4.320, 1.116, 0.311], [-3.587, 2.370, -0.349], [-2.101, 2.290, -0.094], [-1.862, 2.361, 1.612], [-1.417, 1.151, -0.814], [-0.021, 0.704, -0.220], [-0.023, -0.106, 0.957], [1.375, -0.498, 1.188], [-1.987, -4.424, -0.666], [-0.373, -4.458, -1.517], [-1.807, -3.895, -2.492], [-1.062, -2.256, 0.158], [0.143, -2.263, -1.210], [-2.565, -1.885, -2.456], [-2.993, 0.408, -2.143], [-4.498, -0.753, -0.857], [-3.111, -2.323, 0.751], [-4.495, -1.408, 1.476], [-3.518, -2.914, 4.278], [-3.309, -1.553, 5.504], [-1.871, -2.087, 4.499], [-4.389, 1.155, 1.454], [-5.413, 1.166, -0.052], [-3.932, 3.387, 0.030], [-3.709, 2.406, -1.496], [-1.705, 3.175, -0.477], [-1.128, 1.619, -1.834], [0.552, 0.145, -1.041], [0.591, 1.660, -0.001], [2.081, 0.226, 0.634], [1.660, -0.467, 2.290], [1.604, -1.539, 0.764], [6.969, 3.298, -1.559], [6.574, 2.006, -2.249], [6.457, 0.936, -1.296], [5.302, 0.882, -0.609], [4.393, 1.661, -0.743], [5.296, -0.325, 0.324], [6.448, -0.460, 1.005], [5.115, -1.479, -0.349], [4.315, -0.262, 1.245], [7.881, 3.158, -0.975], [7.135, 4.090, -2.291], [6.193, 3.627, -0.865], [7.355, 1.714, -2.953], [5.650, 2.119, -2.821]], "forces_ev_per_angstrom": [[1.25, -0.10, 0.18], [0.95, -1.37, -0.85], [-0.23, -0.07, -0.11], [-1.18, -0.41, 1.36], [-1.01, 1.55, -0.69], [-0.53, -0.13, 0.15], [-1.90, -0.73, 0.60], [-1.44, -1.12, 1.03], [-2.44, 1.03, 2.14], [0.73, 0.34, -0.14], [3.51, -2.03, -1.92], [-0.41, 0.09, -0.80], [-1.47, -0.07, -0.57], [-0.20, 0.84, -0.53], [0.42, 0.04, 0.40], [1.17, -2.08, -1.91], [0.79, 0.80, -0.26], [1.01, 0.34, -0.59], [1.10, 0.05, -0.33], [0.51, 0.83, -1.20], [-1.59, 0.82, 0.17], [0.39, 0.07, 1.65], [-0.16, 0.25, -1.50], [-1.77, 0.22, 0.37], [1.15, 0.98, 0.97], [0.97, -0.72, 1.36], [1.48, 0.37, 1.02], [-0.08, 1.88, 0.22], [1.37, 0.27, -1.09], [0.69, 1.45, -0.07], [0.27, -0.30, -1.89], [-1.41, 0.12, -0.29], [0.47, 0.05, -1.65], [1.73, -0.06, 0.49], [0.42, -1.49, -0.22], [0.22, -0.26, 1.76], [-0.08, -0.78, 0.53], [-0.37, -0.66, 1.67], [-1.07, 0.90, 0.78], [-0.85, -1.16, -0.40], [-1.10, -1.01, 0.97], [-0.79, -0.04, -1.43], [-0.59, 1.35, 0.61], [-0.10, 0.03, 0.36], [0.26, 0.70, -0.52], [-0.85, -0.62, 0.74], [0.59, 1.22, -1.40], [0.11, -0.78, 0.50], [0.35, -1.49, 1.28], [-0.33, 0.42, -0.43], [-0.07, 0.60, -0.20], [0.22, 0.39, -0.51], [0.01, -0.01, -0.17], [0.00, -0.11, 0.02], [0.00, 0.00, -0.15], [-0.08, -0.27, 0.26], [-0.03, -0.12, 0.26]], "e_above_lowest_kj_mol": 290.0, "e_tot_ha": -1955.375683, "total_charge": 1, "homo_energy_ev": -12.98, "orbital_gap_ev": 9.47, "spin_multiplicity": 1}


(2)
{"formula": "C17H29F9N2O7P", "method": "ωB97M-V/def2-TZVPD", "elements": ["N", "P", "O", "C", "C", "C", "C", "N", "C", "H", "H", "H", "H", "H", "H", "H", "H", "H", "H", "H", "H", "H", "H", "C", "C", "O", "C", "O", "C", "F", "F", "F", "H", "H", "H", "H", "H", "C", "C", "O", "C", "O", "C", "F", "F", "F", "H", "H", "H", "H", "H", "C", "C", "O", "C", "O", "C", "F", "F", "F", "H", "H", "H", "H", "H"], "coordinates": [[-3.733, 0.988, -0.625], [-3.876, 1.323, -2.370], [-5.615, 1.256, -2.690], [-3.065, -0.017, -3.459], [-1.666, -0.641, -2.880], [-1.850, -1.518, -1.477], [-3.357, -2.196, -1.573], [-3.805, -2.504, -2.985], [-4.044, -1.278, -3.855], [-4.573, 1.344, -0.077], [-2.849, 1.400, -0.214], [-5.766, 1.197, -3.696], [-2.789, 0.514, -4.493], [-0.775, 0.142, -2.811], [-1.301, -1.441, -3.687], [-1.724, -0.787, -0.552], [-0.986, -2.326, -1.354], [-3.275, -3.247, -1.014], [-4.191, -1.582, -1.027], [-3.081, -3.147, -3.412], [-4.703, -3.045, -2.953], [-5.182, -1.008, -3.926], [-3.722, -1.603, -4.958], [4.280, 3.793, -1.880], [3.368, 3.184, -0.831], [2.396, 2.323, -1.443], [2.830, 1.065, -1.775], [3.972, 0.661, -1.582], [1.687, 0.242, -2.371], [0.973, 0.931, -3.307], [0.789, -0.152, -1.424], [2.115, -0.897, -2.986], [3.693, 4.307, -2.648], [4.970, 4.509, -1.424], [4.867, 3.024, -2.391], [2.814, 3.979, -0.323], [3.936, 2.645, -0.063], [-3.808, 1.962, 5.868], [-4.068, 1.760, 4.386], [-3.070, 2.431, 3.600], [-1.872, 1.778, 3.463], [-1.625, 0.687, 3.968], [-0.924, 2.576, 2.569], [-0.887, 3.902, 2.889], [-1.283, 2.513, 1.255], [0.365, 2.137, 2.632], [-3.738, 3.028, 6.104], [-4.609, 1.518, 6.465], [-2.860, 1.507, 6.170], [-5.033, 2.204, 4.121], [-4.119, 0.697, 4.124], [3.756, -2.427, 0.066], [5.224, -2.192, 0.374], [5.462, -2.256, 1.788], [5.567, -3.514, 2.325], [5.466, -4.547, 1.672], [5.866, -3.436, 3.822], [5.074, -2.536, 4.473], [7.153, -3.056, 4.070], [5.691, -4.626, 4.463], [3.129, -1.727, 0.627], [3.560, -2.302, -1.002], [3.446, -3.435, 0.358], [5.508, -1.186, 0.048], [5.869, -2.898, -0.162]], "forces_ev_per_angstrom": [[-0.92, -0.04, 0.05], [-0.28, 2.48, -0.29], [1.99, -1.21, -1.11], [0.13, -2.27, -0.47], [0.83, -0.90, -0.38], [-0.07, 0.96, -0.73], [0.92, -0.87, 3.22], [0.02, -0.47, -0.09], [0.73, 1.04, -2.81], [1.46, -0.57, -1.05], [-1.57, -0.33, -0.95], [0.45, 0.38, 2.25], [-0.81, -0.91, 2.40], [-2.75, -1.76, -0.12], [-0.69, 1.79, 1.45], [-0.79, -1.77, -1.93], [-2.06, 1.62, -0.54], [-0.42, 2.25, -1.27], [1.73, -0.91, -1.26], [-1.01, 1.01, 0.38], [1.05, 0.44, 0.09], [2.22, -0.65, 0.64], [-0.82, 0.57, 2.39], [0.05, -0.20, -0.34], [0.74, 0.70, 0.34], [-0.19, -2.26, -0.66], [2.66, 1.72, 1.48], [-2.89, 0.32, -0.70], [-1.08, -1.39, -1.18], [0.95, -0.11, 0.72], [1.04, 0.46, -0.15], [-0.09, 1.30, 0.80], [0.03, 0.05, 0.20], [-0.14, -0.10, -0.01], [-0.01, 0.09, 0.19], [-0.21, -0.35, -0.20], [-0.16, -0.11, -0.28], [0.35, 0.06, 0.13], [-0.61, -0.35, 0.66], [1.90, -0.49, -0.85], [-1.86, -1.97, 1.87], [-0.06, 2.55, -1.50], [1.99, 1.58, -0.79], [-0.35, -1.40, -0.07], [-0.16, -0.28, 0.79], [-1.57, 0.06, 0.16], [-0.16, -0.13, -0.07], [0.08, 0.06, -0.13], [-0.19, -0.06, -0.07], [0.37, 0.13, -0.20], [0.26, 0.20, 0.00], [-0.24, -0.24, 0.18], [-0.18, 0.07, -0.76], [0.37, -1.42, 1.21], [-0.43, -0.58, -3.05], [0.29, 2.16, 1.95], [0.45, -0.06, 2.72], [0.46, -0.67, -0.96], [-1.03, -0.29, -0.72], [0.05, 1.04, -1.17], [0.13, 0.06, -0.11], [0.11, 0.03, 0.11], [0.13, 0.08, -0.11], [0.03, -0.14, 0.38], [-0.15, -0.01, 0.30]], "e_tot_ha": -2541.217009, "total_charge": 1, "homo_energy_ev": -11.00, "orbital_gap_ev": 7.78, "spin_multiplicity": 1}


(3)
{"formula": "C17H29FNO5PS", "method": "ωB97M-V/def2-TZVPD", "elements": ["C", "C", "C", "C", "C", "F", "C", "C", "S", "C", "C", "C", "P", "O", "O", "O", "O", "C", "O", "C", "C", "C", "C", "C", "C", "N", "H", "H", "H", "H", "H", "H", "H", "H", "H", "H", "H", "H", "H", "H", "H", "H", "H", "H", "H", "H", "H", "H", "H", "H", "H", "H", "H", "H", "H"], "coordinates": [[-0.628, -1.348, 1.818], [-0.330, -0.645, 0.890], [0.112, 0.132, -0.314], [-0.629, -0.621, -1.434], [-0.297, -0.239, -2.871], [-0.492, -1.986, -1.331], [-0.372, 1.559, 0.085], [-1.783, 2.032, -0.278], [-2.055, 2.455, -2.031], [-3.803, 1.962, -2.238], [-4.019, 0.889, -3.317], [-0.018, 2.043, 1.515], [-1.296, 1.965, 2.821], [-0.745, 1.756, 4.145], [-2.472, 0.902, 2.503], [-2.000, 3.442, 2.814], [0.518, 2.369, -0.747], [1.774, 1.821, -0.543], [2.749, 2.495, -0.551], [1.654, 0.270, -0.335], [2.480, -0.235, -1.550], [2.499, -0.097, 0.916], [3.196, -1.470, 0.896], [2.284, -2.687, 0.610], [1.814, -3.412, 1.874], [2.668, -4.551, 2.211], [-0.992, -1.720, 2.736], [-1.691, -0.420, -1.283], [-1.077, -0.564, -3.552], [-0.032, 0.803, -2.988], [0.591, -0.806, -3.155], [-2.506, 1.264, -0.009], [-2.020, 2.925, 0.293], [-4.204, 1.569, -1.306], [-4.425, 2.820, -2.488], [-4.897, 0.306, -3.033], [-3.196, 0.188, -3.418], [-4.245, 1.302, -4.298], [0.865, 1.573, 1.940], [0.217, 3.102, 1.415], [-3.289, 1.206, 2.917], [-2.916, 3.397, 2.519], [2.342, -1.289, -1.769], [3.516, 0.029, -1.373], [2.198, 0.327, -2.440], [3.299, 0.645, 0.956], [1.972, -0.017, 1.866], [4.074, -1.496, 0.256], [3.586, -1.617, 1.907], [2.880, -3.399, 0.030], [1.468, -2.385, -0.042], [0.754, -3.667, 1.761], [1.899, -2.701, 2.700], [2.732, -5.205, 1.441], [2.229, -5.025, 2.990]], "forces_ev_per_angstrom": [[-0.17, 0.92, -0.21], [0.62, -0.71, -0.22], [-0.83, -2.04, 2.96], [-0.81, 1.60, -1.44], [1.04, -0.72, 0.09], [0.43, -0.37, 0.29], [0.51, 1.66, -1.78], [-0.43, -0.45, -0.21], [-0.17, 0.05, 0.03], [-0.12, -0.46, -0.32], [-0.43, -0.13, 0.10], [-1.06, -0.75, 0.08], [0.05, 0.63, 0.86], [0.86, -0.34, 0.66], [0.06, 0.76, -0.75], [-0.26, -0.87, -0.64], [0.77, -0.31, 0.26], [-0.96, -0.10, 0.04], [0.49, 0.03, -0.18], [1.25, 1.44, -0.46], [-0.81, 0.46, -0.48], [0.31, -0.37, 0.11], [-0.44, -0.45, 0.50], [0.82, 0.04, -0.17], [-0.19, 0.48, -0.32], [-0.10, 0.26, 0.09], [-0.03, -0.42, 0.25], [-0.07, 0.00, 0.21], [-0.24, 0.27, 0.01], [-0.37, 0.16, -0.05], [-0.09, -0.06, -0.06], [0.05, -0.03, 0.09], [0.16, 0.03, 0.17], [0.29, 0.11, 0.24], [0.21, 0.23, 0.08], [-0.04, -0.05, -0.08], [0.15, 0.08, 0.10], [0.23, 0.15, -0.03], [-0.09, -0.16, -0.05], [-0.16, 0.13, 0.04], [-0.11, -0.26, 0.17], [0.00, 0.35, -0.09], [0.17, -0.12, 0.19], [0.16, -0.24, 0.14], [0.01, -0.12, -0.07], [-0.04, 0.11, -0.01], [-0.32, 0.01, -0.19], [-0.07, 0.24, -0.25], [0.20, 0.05, -0.02], [-0.10, -0.06, -0.06], [-0.22, -0.16, 0.19], [0.02, -0.13, 0.06], [-0.24, -0.05, 0.13], [-0.13, -0.03, -0.02], [0.23, -0.26, 0.03]], "e_tot_ha": -1935.526165, "homo_energy_ev": -9.01, "orbital_gap_ev": 8.92, "spin_multiplicity": 1}


(4)
{"formula": "C17H29IN5O2P2", "method": "ωB97M-V/def2-TZVPD", "elements": ["C", "C", "C", "C", "C", "C", "C", "C", "C", "C", "C", "P", "N", "C", "I", "N", "O", "C", "C", "N", "C", "C", "P", "N", "O", "C", "N", "H", "H", "H", "H", "H", "H", "H", "H", "H", "H", "H", "H", "H", "H", "H", "H", "H", "H", "H", "H", "H", "H", "H", "H", "H", "H", "H", "H", "H"], "coordinates": [[5.409, 1.506, 0.269], [4.652, 2.750, 0.736], [3.534, 3.157, -0.233], [2.271, 2.314, 0.035], [1.464, 2.056, -1.246], [2.033, 0.859, -2.042], [0.993, -0.197, -2.463], [-0.049, -0.554, -1.433], [-1.365, -0.457, -1.787], [-2.396, -0.771, -0.874], [-3.754, -0.668, -1.320], [-4.021, -0.104, -3.054], [-3.266, -1.046, -4.060], [-4.754, -0.976, -0.447], [-6.799, -0.884, -0.930], [-4.437, -1.370, 0.821], [-5.514, -1.618, 1.645], [-3.191, -1.489, 1.312], [-3.113, -1.927, 2.739], [-2.854, -0.772, 3.600], [-2.106, -1.179, 0.456], [-0.718, -1.262, 0.854], [-0.103, -1.731, 2.529], [1.035, -0.514, 2.905], [0.795, -3.087, 2.168], [0.259, -0.985, -0.109], [1.606, -1.151, 0.195], [5.552, 1.510, -0.808], [4.892, 0.598, 0.576], [6.392, 1.459, 0.731], [4.195, 2.517, 1.697], [5.331, 3.585, 0.881], [3.283, 4.203, -0.082], [3.873, 2.966, -1.250], [1.671, 2.770, 0.820], [2.613, 1.362, 0.437], [1.604, 2.942, -1.863], [0.397, 1.969, -1.050], [2.452, 1.247, -2.967], [2.880, 0.421, -1.523], [0.473, 0.122, -3.359], [1.512, -1.123, -2.731], [-1.597, -0.134, -2.785], [-3.487, 1.199, -3.047], [-5.389, -0.017, -3.315], [-3.914, -1.449, -4.726], [-5.672, -2.573, 1.603], [-4.033, -2.375, 3.087], [-2.347, -2.695, 2.834], [-2.767, 0.090, 3.085], [-2.047, -0.927, 4.182], [1.963, -0.664, 2.525], [1.113, -0.489, 3.915], [1.523, -3.164, 2.796], [2.171, -1.234, -0.639], [1.755, -2.014, 0.711]], "forces_ev_per_angstrom": [[0.07, 0.19, 0.34], [-0.15, -0.03, -0.28], [-0.26, -0.60, 0.77], [0.20, -0.17, -0.24], [0.67, 0.16, 0.13], [-0.43, 0.46, -0.42], [0.30, -0.39, 0.56], [-0.70, 0.48, -0.34], [0.56, 0.05, 0.77], [-0.68, 0.09, -0.39], [-0.09, 0.39, 0.49], [0.77, -1.08, -1.16], [-0.38, 0.28, 0.27], [-0.52, 0.31, -0.68], [0.30, -0.04, 0.14], [0.01, -0.23, -0.13], [0.23, 0.10, 0.12], [-0.54, -0.20, -0.18], [0.09, 0.36, 0.63], [-0.40, -0.25, -0.09], [0.83, -0.01, 0.32], [0.65, -0.05, -0.70], [-0.52, 0.23, 1.11], [0.05, -0.82, -0.01], [0.20, 0.32, -0.62], [0.13, -0.41, 0.26], [-0.06, -0.77, -0.40], [0.01, -0.09, -0.15], [-0.12, -0.16, -0.22], [0.14, -0.02, 0.04], [0.06, 0.24, 0.25], [0.16, 0.03, 0.02], [0.07, 0.21, -0.35], [0.03, 0.32, -0.18], [-0.10, 0.16, 0.00], [-0.18, -0.24, 0.09], [-0.35, 0.16, -0.11], [-0.09, -0.18, 0.04], [0.11, -0.10, -0.14], [0.03, -0.10, 0.23], [-0.09, 0.09, -0.12], [0.06, -0.02, -0.14], [-0.05, -0.11, -0.21], [-0.33, 0.10, 0.43], [-0.11, 0.42, 0.51], [0.17, -0.15, -0.12], [-0.10, -0.06, -0.02], [-0.17, -0.17, -0.29], [0.20, 0.08, -0.03], [0.18, 0.13, 0.09], [0.20, 0.12, -0.05], [-0.02, 0.48, -0.27], [-0.04, 0.24, 0.04], [-0.04, -0.24, 0.15], [0.05, 0.34, -0.02], [-0.07, 0.13, 0.28]], "e_tot_ha": -2069.537163, "total_charge": 1, "homo_energy_ev": -11.47, "orbital_gap_ev": 7.22, "spin_multiplicity": 1}